{"formula": "C16H34Br8O9", "method": "ωB97M-V/def2-TZVPD", "smiles": "C[C@H]1COC(=O)O1.C[C@H]1COC(=O)O1.BrCCBr.BrCCBr.BrCCBr.BrCCBr.O.O.O", "energy_ev": -595909.80674, "spin_multiplicity": 1, "e_above_lowest_ev": 0.000, "homo_ev": -9.977, "species": ["Br", "C", "C", "Br", "H", "H", "H", "H", "Br", "C", "C", "Br", "H", "H", "H", "H", "Br", "C", "C", "Br", "H", "H", "H", "H", "Br", "C", "C", "Br", "H", "H", "H", "H", "C", "C", "C", "O", "C", "O", "O", "H", "H", "H", "H", "H", "H", "C", "C", "C", "O", "C", "O", "O", "H", "H", "H", "H", "H", "H", "O", "H", "H", "O", "H", "H", "O", "H", "H"], "xyz": [[-2.2902, -2.7702, 1.7007], [-3.5333, -1.6913, 0.7258], [-4.7518, -1.4640, 1.5441], [-6.1162, -0.5483, 0.4061], [-3.8493, -2.2466, -0.1573], [-3.0730, -0.7979, 0.3037], [-4.5397, -0.7016, 2.2937], [-5.1678, -2.4273, 1.8392], [-0.7357, 4.4370, -3.0342], [0.9250, 5.3703, -3.5308], [1.3033, 4.7269, -4.9038], [2.9455, 5.5834, -5.7315], [1.7423, 5.2451, -2.8206], [0.6532, 6.4258, -3.5449], [0.4324, 4.6856, -5.5580], [1.4343, 3.6552, -4.7541], [-3.1167, 1.7826, 3.0298], [-2.3805, 0.2058, 4.0745], [-3.4010, -0.2112, 5.1982], [-2.4582, -1.5614, 6.2491], [-1.4536, 0.5605, 4.5252], [-2.2171, -0.5453, 3.3017], [-4.3634, -0.6075, 4.8745], [-3.6216, 0.6717, 5.7981], [2.6491, -1.7273, -3.2996], [2.2618, -1.6071, -5.3188], [0.7303, -1.4591, -5.7558], [-0.1660, -0.0090, -4.7088], [2.6109, -2.5672, -5.6987], [2.7979, -0.8333, -5.8682], [0.2229, -2.4061, -5.5716], [0.5344, -1.3141, -6.8183], [1.0705, -3.6476, 1.4232], [2.3034, -4.4373, 1.3356], [3.5048, -3.6218, 1.8832], [4.1696, -4.6019, 2.6122], [3.3963, -5.6693, 2.8894], [3.7925, -6.4989, 3.7258], [2.2684, -5.5504, 2.1478], [1.0999, -2.5641, 1.5382], [0.3661, -4.1788, 2.0634], [0.7360, -3.6907, 0.3867], [2.4560, -4.6808, 0.2842], [3.3216, -2.7327, 2.4866], [4.1114, -3.3706, 1.0131], [-0.2114, 0.2926, 0.2076], [1.0919, 0.9128, -0.2060], [1.0759, 1.2665, -1.6720], [1.7422, 2.5252, -1.7590], [1.6401, 3.1258, -0.5764], [1.9765, 4.2834, -0.4306], [1.2291, 2.2464, 0.3014], [-0.2233, 0.1860, 1.2923], [-0.2503, -0.7366, -0.1493], [-1.0455, 0.8928, -0.1559], [2.0578, 0.4276, -0.0658], [0.0662, 1.3127, -2.0799], [1.7101, 0.4898, -2.0994], [1.1338, 0.0990, 3.8256], [1.8548, 0.5891, 3.4305], [1.4764, -0.7885, 3.9315], [-2.8730, 3.1373, -0.6704], [-3.1590, 4.0450, -0.5684], [-2.1994, 3.0212, -0.0003], [-1.2549, 4.3054, 1.3551], [-0.4662, 3.8936, 1.7081], [-1.9768, 3.8637, 1.8022]], "forces_ev_per_angstrom": [[0.390, -0.125, 0.155], [-0.476, -0.109, -1.787], [-0.460, 1.039, -0.347], [0.473, -0.438, 0.362], [0.301, -0.339, 0.069], [0.152, 0.119, 0.624], [-0.357, -0.575, 0.430], [-0.113, 0.476, 0.423], [0.487, 0.137, 0.318], [0.327, -0.310, -1.247], [-0.387, 0.253, 0.844], [-1.391, -0.734, 0.594], [-0.456, -0.380, 0.265], [0.074, -0.176, -0.408], [0.335, 0.991, -0.479], [0.965, 0.126, 0.201], [0.144, -0.835, 0.532], [-1.283, 0.359, 0.416], [0.980, 0.767, -1.027], [-0.343, 0.216, -0.063], [-0.132, -0.115, -0.221], [0.049, 0.031, 0.393], [0.368, -0.203, -0.286], [0.255, -0.255, 0.271], [-0.400, 0.210, -2.081], [-1.579, -0.126, -0.757], [0.705, -0.536, 1.738], [0.385, -0.851, -0.895], [-0.007, 0.027, 0.223], [0.419, 0.226, 0.996], [-0.185, 0.248, 0.613], [0.700, 0.651, 0.065], [-2.040, 0.045, -1.695], [1.618, 2.535, 0.156], [0.166, -0.899, -1.648], [1.314, -0.125, 0.966], [2.101, -1.221, 2.459], [-2.437, 2.167, -3.248], [-0.091, -2.463, 1.427], [0.486, -0.107, 0.929], [-0.194, 0.505, 0.011], [-1.142, -0.070, 0.105], [0.428, -0.626, 0.215], [-0.396, -0.163, 0.066], [0.265, 0.415, 0.241], [0.826, -0.580, 1.066], [-0.181, 1.658, -1.486], [0.769, -1.071, -0.635], [-0.271, -0.682, -1.122], [1.435, 2.108, -1.191], [-0.803, -1.673, 0.652], [-0.763, 0.322, 3.349], [-0.305, 0.216, 0.159], [-0.189, 0.032, -0.390], [0.028, -0.129, 0.049], [-0.342, -0.547, 0.904], [0.168, 0.152, -0.181], [-0.460, 0.419, -1.021], [-0.297, 0.037, -0.087], [0.197, 0.264, -0.080], [0.034, -0.281, 0.137], [-0.446, -0.601, -0.385], [0.070, 0.262, 0.003], [0.364, 0.303, 0.110], [-0.063, 0.149, -0.285], [0.379, -0.076, 0.084], [-0.168, -0.047, 0.430]]}


{"formula": "C16H34CaP2", "method": "ωB97M-V/def2-TZVPD", "energy_ev": -54153.26122, "spin_multiplicity": 1, "e_above_lowest_ev": 0.000, "homo_ev": -5.950, "species": ["P", "P", "C", "C", "H", "H", "H", "H", "C", "H", "H", "H", "C", "H", "H", "H", "C", "H", "H", "H", "C", "H", "H", "H", "Ca", "C", "C", "C", "C", "C", "C", "C", "C", "C", "H", "H", "H", "H", "H", "H", "H", "H", "H", "H", "H", "H", "H", "H", "H", "C", "H", "H", "H"], "xyz": [[2.0350, 3.5837, -2.5652], [1.2393, 0.8553, -4.6692], [2.6492, 3.3243, -4.3234], [1.6479, 2.6695, -5.2956], [3.5450, 2.6742, -4.2579], [2.9879, 4.3211, -4.6395], [0.7371, 3.2671, -5.4947], [2.0962, 2.5222, -6.2825], [2.4815, 0.1018, -5.7523], [2.5774, -0.9848, -5.6716], [3.4744, 0.5227, -5.5754], [2.2265, 0.3393, -6.7849], [-0.2017, -0.1317, -5.2835], [0.0473, -0.5719, -6.2578], [-1.1740, 0.3853, -5.3525], [-0.3357, -0.9519, -4.5420], [3.5584, 4.3505, -1.9006], [3.3368, 4.7953, -0.9215], [3.8600, 5.1484, -2.5992], [4.3830, 3.6324, -1.7888], [1.0139, 5.1538, -2.6266], [0.4734, 5.2657, -3.5839], [1.7006, 6.0055, -2.5471], [0.2937, 5.1779, -1.7915], [-0.3103, 2.6007, -3.4230], [3.5496, -0.6509, -2.7170], [4.4817, 0.3032, -3.0174], [5.6281, 0.7890, -2.1809], [5.4636, 0.6046, -0.6604], [4.5048, 1.5941, -0.0819], [3.1885, 1.4858, -0.0276], [2.3385, 0.5851, -0.8354], [2.8314, -0.7939, -1.4150], [-1.2962, 3.0852, -1.3060], [3.2237, -1.3587, -3.4696], [4.5436, 0.6145, -4.0644], [5.8066, 1.8461, -2.4425], [6.5334, 0.2154, -2.4550], [5.2943, -0.4671, -0.4380], [6.4475, 0.8603, -0.2218], [5.0005, 2.4756, 0.3432], [2.6472, 2.2674, 0.5453], [2.1548, 1.2108, -1.7418], [1.3473, 0.4523, -0.3624], [3.3349, -1.4201, -0.6750], [1.9000, -1.3455, -1.6239], [-2.3408, 3.2175, -1.6422], [-0.9642, 3.9273, -0.6941], [-1.2450, 2.1565, -0.7240], [-2.1711, 0.8755, -3.1323], [-3.0995, 1.4497, -3.3028], [-2.1015, 0.6387, -2.0598], [-2.2180, -0.0716, -3.6853]], "forces_ev_per_angstrom": [[0.780, 0.456, 0.361], [1.130, -0.688, 0.281], [-0.117, 0.281, 0.244], [-0.769, -0.629, -0.714], [-0.431, 0.313, 0.156], [-0.073, -0.296, -0.480], [0.410, 0.115, 0.024], [-0.060, 0.250, 0.097], [0.887, -0.173, -0.398], [-0.243, 0.172, 0.195], [-0.187, -0.044, -0.011], [-0.092, -0.096, -0.127], [-0.481, 0.137, -0.969], [-0.059, 0.077, 0.099], [0.609, -0.215, 0.161], [0.182, 0.726, -0.365], [0.374, 0.132, -0.061], [0.096, -0.157, -0.223], [0.013, -0.151, 0.300], [-0.405, 0.189, -0.026], [0.254, 0.140, -0.355], [0.028, 0.029, 0.306], [-0.201, -0.053, -0.151], [0.331, -0.186, -0.472], [-2.602, -0.752, 1.586], [1.293, 1.216, 0.016], [-0.519, -1.740, -0.396], [-0.406, 0.472, 0.512], [1.109, 0.241, -0.471], [0.389, -0.131, 0.755], [-0.076, 0.803, 0.482], [-0.755, -0.676, -0.858], [-0.621, 0.120, 0.965], [0.365, 0.411, -0.358], [-0.453, 0.665, -0.513], [0.584, -0.685, 0.114], [0.264, -0.214, 0.297], [-0.407, 0.244, -0.335], [-0.221, 0.708, -0.011], [-0.334, -0.365, -0.129], [-0.351, -0.328, 0.172], [0.216, -0.458, -0.587], [-0.316, -0.644, 0.606], [0.493, -0.012, -0.115], [0.139, 0.143, 0.121], [0.302, 0.151, -0.039], [0.178, 0.080, 0.397], [-0.317, 0.068, 0.342], [-0.026, 0.197, 0.020], [0.516, 0.267, -0.472], [0.058, -0.319, 0.129], [-0.118, 0.104, -0.261], [-0.359, 0.107, 0.161]]}